Entry 1
Here is the molecule C3H10N2S from OMol25. Energies are from ωB97M-V/def2-TZVPD.

The geometry in XYZ format:
```
16
C3H10N2S | OMol25 | ωB97M-V/def2-TZVPD
C 1.37 0.10 0.48
C -0.15 0.30 0.59
C -0.69 0.83 -0.68
H 1.39 -1.90 0.28
H 2.41 -1.22 -0.87
H 1.80 0.10 1.50
H 1.85 0.91 -0.07
H -0.24 1.10 1.36
H -1.60 -0.90 1.46
H -0.94 -1.47 0.10
H -0.40 0.20 -1.61
H -0.35 1.85 -0.93
H -2.83 1.39 -1.74
N 1.61 -1.10 -0.31
N -0.68 -1.00 1.01
S -2.55 0.81 -0.56
```

M: 106.19 g/mol
SMILES: NC[C@H](N)CS
E_LUMO: 0.931 eV

Entry 2
Here is a structure of composition C3H10N2S from OMol25. Energies are from ωB97M-V/def2-TZVPD.

The geometry in XYZ format:
```
16
C3H10N2S | OMol25 | ωB97M-V/def2-TZVPD
N -1.17 0.98 -1.07
C -0.43 0.56 0.11
C -0.27 -1.06 0.09
S 0.84 -1.56 1.38
C 0.92 1.22 0.06
N 0.58 2.49 -0.41
H -0.39 -4.12 1.16
H -0.02 -4.57 0.59
H -2.16 0.76 -0.94
H -0.91 0.84 1.06
H 0.07 -1.40 -0.92
H -1.29 -1.43 0.24
H 1.50 1.23 1.00
H 1.46 0.61 -0.69
H 1.30 3.18 -0.41
H -0.06 2.27 -1.24
```

M: 106.19 g/mol
E_LUMO: -3.423 eV

Q: Which of them is the least stable? A: entry 2.

Entry 1
Here is a cluster of 2 separate species, C3H10N2S in total from OMol25. Energies are from ωB97M-V/def2-TZVPD.

The geometry in XYZ format:
```
16
C3H10N2S | OMol25 | ωB97M-V/def2-TZVPD
C 1.84 0.26 -1.42
S 0.12 -0.35 -1.47
C -0.65 0.88 -2.56
H 2.42 -0.65 -1.39
H 1.95 0.89 -0.56
H 2.04 0.94 -2.23
H -1.73 0.87 -2.48
H -0.31 1.91 -2.48
H -0.35 0.57 -3.56
N -1.76 -1.22 2.37
C -0.51 -0.64 2.39
N 0.47 -1.08 3.08
H -2.45 -0.62 1.97
H -1.82 -1.76 3.21
H -0.36 0.30 1.86
H 1.09 -0.29 3.27
```

M: 106.19 g/mol
SMILES: [H]/N=C/N.CSC
E_LUMO: 0.837 eV

Entry 2
Here is the molecule C3H10N2S from OMol25. Energies are from ωB97M-V/def2-TZVPD.

The geometry in XYZ format:
```
16
C3H10N2S | OMol25 | ωB97M-V/def2-TZVPD
N -0.44 -1.37 0.28
C 0.06 -0.10 -0.27
C -1.12 0.80 -0.70
S -1.81 0.38 -2.33
C 0.87 0.57 0.81
N 2.05 -0.30 1.19
H -1.24 -1.72 -0.26
H -0.78 0.59 -3.15
H -0.83 -1.26 1.20
H 0.61 -0.39 -1.16
H -1.19 1.84 -0.35
H -2.02 0.47 -0.18
H 1.42 1.47 0.55
H 0.38 0.80 1.76
H 1.91 -0.74 2.10
H 2.14 -1.05 0.51
```

M: 106.19 g/mol
SMILES: NC[C@@H](N)CS
E_LUMO: 0.919 eV

Q: Which of them is the least stable? A: entry 1.

Entry 1
Here is a cluster of 2 separate species, C8H14N2O2 in total from OMol25. Energies are from ωB97M-V/def2-TZVPD.

The geometry in XYZ format:
```
26
C8H14N2O2 | OMol25 | ωB97M-V/def2-TZVPD
C -1.84 1.30 -1.96
C -1.83 -0.03 -1.34
C -1.72 -1.04 -0.68
C -1.53 -2.23 0.08
C -1.40 -2.16 1.42
C 2.48 0.41 0.61
C 1.36 -0.12 1.47
C 1.83 -0.86 0.22
H -2.01 3.25 -1.38
H -3.22 2.28 -0.80
H -0.83 1.51 -2.41
H -2.57 1.25 -2.81
H -1.45 -3.17 -0.47
H -1.25 -3.04 2.04
H -1.61 -1.19 1.87
H 2.19 2.40 0.50
H 2.45 1.71 -0.95
H 3.49 0.36 0.99
H 1.58 -0.55 2.43
H 0.03 0.98 0.66
H 1.12 -0.78 -0.62
H 2.13 -2.81 0.40
N -2.22 2.34 -1.00
N 2.01 1.58 -0.07
O 0.17 0.62 1.55
O 2.65 -2.03 0.24
```

M: 170.21 g/mol
SMILES: NC1[C@@H](O)[C@@H]1O.C=CC#CCN
E_LUMO: 0.843 eV

Entry 2
Here is a cluster of 2 separate species, C8H14N2O2 in total from OMol25. Energies are from ωB97M-V/def2-TZVPD.

The geometry in XYZ format:
```
26
C8H14N2O2 | OMol25 | ωB97M-V/def2-TZVPD
C -0.16 -2.11 0.10
C 3.74 0.03 -0.31
C -1.49 -1.93 0.09
C -0.50 -0.03 0.49
C -0.24 1.33 0.91
C -3.11 1.21 -0.81
C 3.34 -0.42 -1.50
C -2.97 0.17 0.32
N 0.37 -1.01 0.56
N -1.73 -0.59 0.17
O 4.82 0.68 0.01
O 2.98 -0.20 0.85
H 0.39 -3.04 0.08
H 4.65 1.16 0.87
H -2.20 -2.66 -0.26
H -0.92 2.03 0.54
H 0.72 1.78 0.62
H 0.02 1.14 1.90
H -2.48 2.08 -0.65
H -2.73 0.74 -1.70
H -4.11 1.46 -0.83
H 3.92 -0.32 -2.37
H 2.54 -1.03 -1.49
H -3.82 -0.41 0.26
H -3.04 0.55 1.32
H 2.02 -0.60 0.84
```

M: 170.21 g/mol
SMILES: CCn1ccnc1C.C=C(O)O
E_LUMO: 0.684 eV

Q: Which of them is the least stable? A: entry 1.

Entry 1
Here is a cluster of 11 separate species, H23O11 in total from OMol25. Energies are from ωB97M-V/def2-TZVPD.

The geometry in XYZ format:
```
34
H23O11 | OMol25 | ωB97M-V/def2-TZVPD
O 1.72 -0.29 -3.82
H 2.05 -1.08 -4.11
H 1.54 0.30 -4.57
O -0.51 1.28 3.61
H -0.31 2.08 4.16
H 1.55 1.94 0.81
O 3.76 0.45 -0.15
H 1.14 0.47 1.68
H -1.46 2.56 -1.77
O -1.76 0.18 -2.73
H -1.12 0.13 -2.02
H -2.70 0.46 1.45
O -2.29 -2.43 1.03
H -3.03 -2.12 1.62
H -2.50 -0.27 -2.65
O 0.32 -0.82 1.81
H -0.02 -0.71 2.64
H 4.21 -0.23 0.26
O 0.29 -4.42 -0.04
H 4.02 0.46 -1.06
O -2.60 1.48 1.59
H -3.25 1.82 0.98
H -1.36 1.57 3.49
O 1.01 0.31 -1.03
H -0.01 -4.66 0.96
H 0.50 0.43 -1.80
O 1.93 1.07 1.35
H 0.67 -0.51 -0.62
H 2.26 0.39 0.57
O -1.69 3.51 -1.52
H -1.01 3.76 -2.12
H 0.02 -1.52 1.41
H -2.68 -2.62 0.37
H 0.09 -5.25 -0.46
```

M: 199.17 g/mol
E_LUMO: -2.938 eV
total charge: +1

Entry 2
Here is a structure of composition H23O11 from OMol25. Energies are from ωB97M-V/def2-TZVPD.

The geometry in XYZ format:
```
34
H23O11 | OMol25 | ωB97M-V/def2-TZVPD
O -0.41 -2.58 -1.44
H -0.69 -3.33 -0.93
H 0.39 -2.86 -1.89
O -1.76 3.60 1.85
H -1.30 4.42 1.95
H -2.58 3.38 2.29
O -2.54 0.47 3.08
H -1.04 1.59 0.12
H 2.29 -1.87 1.80
O 1.80 2.19 -3.78
H 1.08 2.24 -4.41
H 1.84 1.69 -2.28
O 4.00 -0.02 1.14
H 4.95 -0.22 1.06
H 2.63 2.37 -4.19
O -4.09 -2.79 -0.25
H -3.64 -3.64 -0.26
H -3.05 0.53 2.27
O 2.40 -1.73 2.74
H -2.24 -0.44 3.14
O -2.33 -0.78 -0.64
H -1.46 -1.11 -0.39
H -2.83 -1.42 -1.16
O 1.55 1.89 -1.36
H 0.43 1.58 -0.98
H 2.17 1.65 -0.66
O -0.78 1.44 -0.81
H 1.08 -1.28 0.24
H -1.28 0.59 -1.01
O 1.12 -0.69 -0.53
H -4.18 -2.66 0.68
H 1.99 -0.33 -0.31
H 4.07 0.71 1.76
H 2.40 -2.60 3.14
```

M: 199.17 g/mol
E_LUMO: -2.787 eV
total charge: +1

Q: Which of them is the least stable? A: entry 1.